Record 1
Computed, not measured: a cluster of 10 separate species, C22H68N12O10 in total, with the ωB97M-V functional and the def2-TZVPD basis.

Geometry (Å):
C  5.877  -1.567  -2.722
O  5.317  -2.784  -2.231
C  5.444  -2.880  -0.825
C  4.115  -2.799  -0.102
C  3.596  -1.350  -0.058
N  4.264  -3.237  1.287
H  5.700  -1.545  -3.797
H  6.956  -1.583  -2.569
H  5.555  -0.716  -2.122
H  5.714  -3.935  -0.780
H  6.188  -2.200  -0.410
H  3.376  -3.414  -0.616
H  4.206  -0.529  0.318
H  2.709  -1.450  0.568
H  3.366  -1.062  -1.084
H  5.011  -2.702  1.707
H  4.321  -4.242  1.373
C  2.132  2.579  -1.910
O  3.248  3.231  -1.447
C  3.774  2.757  -0.158
C  5.111  3.444  0.220
C  6.305  2.989  -0.554
N  5.380  3.192  1.698
H  1.597  2.995  -2.764
H  1.465  2.499  -1.052
H  2.424  1.584  -2.246
H  2.977  3.185  0.451
H  3.806  1.698  0.099
H  5.155  4.530  0.144
H  6.246  1.928  -0.798
H  7.242  3.316  -0.103
H  6.339  3.549  -1.488
H  4.944  3.920  2.247
H  6.368  3.370  1.810
C  -1.958  1.605  4.986
O  -0.645  1.718  4.353
C  0.408  1.227  5.070
C  1.642  1.508  4.264
C  1.588  0.867  2.834
N  2.791  0.899  4.881
H  -2.687  2.032  4.296
H  -1.915  2.178  5.912
H  -2.120  0.561  5.254
H  0.717  1.833  5.921
H  0.289  0.161  5.263
H  1.835  2.574  4.146
H  1.739  -0.211  2.783
H  2.316  1.352  2.183
H  0.623  1.010  2.347
H  2.676  -0.102  4.941
H  3.626  1.042  4.331
C  -0.360  -0.116  -4.481
O  -0.458  0.335  -3.185
C  -0.543  -0.716  -2.184
C  -0.881  -0.361  -0.760
C  -0.691  -1.606  0.153
N  -2.270  -0.081  -0.488
H  0.422  -0.876  -4.491
H  0.098  0.707  -5.029
H  -1.242  -0.586  -4.918
H  -1.297  -1.436  -2.505
H  0.484  -1.077  -2.135
H  -0.352  0.444  -0.249
H  0.261  -2.025  -0.172
H  -1.389  -2.436  0.037
H  -0.631  -1.296  1.196
H  -2.748  -0.394  -1.321
H  -2.644  -0.632  0.271
N  -2.368  2.016  1.463
C  -3.405  2.782  1.364
N  -3.902  2.695  0.220
O  -4.022  3.438  2.205
H  -1.861  1.920  2.331
H  -2.240  1.327  0.735
H  -3.541  2.149  -0.549
H  -4.826  3.089  0.109
N  0.483  -4.974  -0.486
C  -0.125  -5.263  -1.536
N  -1.351  -5.381  -1.296
O  0.414  -5.412  -2.625
H  1.477  -5.153  -0.498
H  -0.013  -4.965  0.394
H  -1.710  -5.222  -0.366
H  -2.014  -5.462  -2.054
N  -5.983  0.211  -0.206
C  -6.658  -0.635  0.471
N  -7.414  0.005  1.277
O  -6.553  -1.865  0.315
H  -5.194  -0.156  -0.718
H  -6.172  1.202  -0.163
H  -7.406  1.012  1.196
H  -8.178  -0.489  1.713
N  -4.098  -2.680  1.686
C  -3.434  -1.828  2.415
N  -4.025  -0.634  2.608
O  -2.267  -1.975  2.854
H  -3.781  -3.629  1.543
H  -4.957  -2.341  1.277
H  -4.817  -0.294  2.081
H  -3.550  -0.031  3.265
C  -1.678  2.998  -4.685
O  -2.320  2.134  -3.754
H  -1.166  2.595  -5.558
H  -2.465  3.660  -5.045
H  -0.901  3.506  -4.114
H  -1.661  1.543  -3.383
C  -5.191  0.083  -3.354
O  -4.107  -0.722  -2.805
H  -5.020  0.389  -4.386
H  -6.115  -0.445  -3.119
H  -5.120  1.048  -2.851
H  -3.673  -1.118  -3.564

Cartesian forces, eV/Å:
0.41 -0.84 0.27
0.03 1.55 -0.49
-0.60 -2.10 -0.87
0.73 1.67 0.89
-0.84 -0.74 -0.59
-0.76 0.14 -0.53
-0.29 0.45 0.22
0.36 -0.14 -0.12
-0.57 0.30 -0.49
0.76 -0.03 0.94
0.13 -0.06 0.07
0.03 -0.02 -0.01
0.57 -0.54 0.41
-0.28 0.64 -0.23
-0.46 0.12 -0.04
0.16 -0.53 0.36
0.58 0.15 0.22
-0.52 -1.63 0.69
2.84 0.51 -0.13
-1.14 2.56 -0.10
0.12 0.22 1.59
0.13 0.09 -1.25
-0.31 -0.34 -1.00
0.45 0.85 0.19
-0.75 -0.32 -0.15
-0.23 -0.51 0.07
0.20 -0.23 1.06
0.13 -0.34 -0.91
-1.04 0.12 -0.55
0.46 -0.07 0.19
0.04 -0.52 0.42
-0.29 -0.27 -0.36
-0.38 0.03 0.07
0.20 -0.20 0.18
1.90 0.18 0.06
-2.63 0.69 -0.55
1.53 0.59 0.08
0.99 -2.20 -3.01
-1.02 0.91 -0.45
0.81 0.18 1.55
-0.03 -0.14 0.13
-0.31 0.15 0.07
-0.33 -0.15 -0.21
-1.08 -0.30 1.13
0.13 -0.17 0.38
-0.32 0.08 0.20
0.26 -0.06 0.55
0.24 -0.09 0.04
-0.21 0.27 -0.04
-0.13 -0.12 0.01
0.03 0.19 -0.07
1.89 -0.83 -0.51
-1.16 0.56 2.46
0.80 0.84 -0.41
-0.88 -1.07 2.61
2.55 -0.10 -1.04
-1.84 1.21 -1.63
0.13 -0.45 -0.24
-0.70 -0.01 -0.47
-0.38 0.47 -0.01
0.26 -0.47 -0.17
-0.13 -0.82 -0.20
0.91 0.10 -0.82
0.44 -0.35 0.63
-0.50 0.45 -0.22
-0.14 -0.16 -0.10
-0.87 0.26 -0.04
0.19 -0.17 0.11
3.86 -1.49 2.15
-0.90 1.12 4.52
-4.28 0.06 -7.94
0.67 0.38 1.52
0.04 0.11 -0.15
0.21 -0.12 -0.08
0.22 0.05 0.20
0.42 0.21 -0.10
5.58 1.67 6.58
2.09 -0.87 -5.66
-8.39 -0.82 0.03
0.21 -0.11 -0.95
-0.13 0.30 0.34
0.69 0.06 -0.03
-0.21 -0.10 -0.51
0.16 -0.05 0.23
3.94 2.44 -3.64
0.22 -4.08 -1.18
-4.08 1.20 3.94
-0.12 0.36 0.70
-0.05 0.43 -0.28
0.57 -0.38 -0.19
-0.56 -0.37 0.62
0.08 0.38 0.11
-1.15 -1.63 -1.33
3.73 1.24 1.47
-0.70 1.12 0.38
-1.44 -0.65 -0.14
-0.02 0.48 0.04
-0.45 -0.72 -0.27
0.14 -0.08 0.38
-0.16 0.09 -0.44
-0.15 0.43 0.99
-0.66 0.01 -0.99
-0.28 -0.81 -0.06
0.33 0.29 0.06
-0.01 0.72 -0.26
0.33 -0.33 0.28
0.95 0.32 0.85
-0.40 0.31 -0.79
-0.19 -0.70 -0.19
-0.14 0.32 -0.48
-0.37 -0.04 0.33
0.14 -0.19 0.11

Multiplicity   1
Calculated total energy   -2288.35889 a.u.
Energy relative to the best compared isomer or geometry (same formula, charge and spin)   93.0 kcal/mol
Molecular weight   660.86 g mol⁻¹
HOMO level   -8.72 eV
Gap between HOMO and LUMO   8.9 eV

Mulliken population analysis, charges in e, atoms 1 to 5: -0.493 -0.379 -0.960 0.701 -1.344

***

Record 2
Computed, not measured: a cluster of 13 separate species, C22H70N8O22 in total, with the ωB97M-V functional and the def2-TZVPD basis.

Geometry (Å):
C  4.584  0.555  -5.600
O  5.281  1.536  -5.614
N  4.614  -0.447  -6.443
N  3.761  0.251  -4.601
H  4.150  -1.297  -6.155
H  5.162  -0.483  -7.290
H  3.086  -0.458  -4.850
H  3.360  0.885  -3.925
C  -6.621  3.252  0.251
O  -6.402  2.138  0.362
N  -7.776  3.812  0.009
N  -5.693  4.111  0.306
H  -8.582  3.208  0.088
H  -7.786  4.793  -0.232
H  -5.806  4.986  -0.185
H  -4.745  3.854  0.544
C  -3.984  0.127  -5.552
O  -4.282  1.247  -5.571
N  -3.261  -0.418  -4.652
N  -4.417  -0.807  -6.269
H  -2.915  -1.348  -4.840
H  -2.793  0.141  -3.952
H  -4.053  -1.749  -6.279
H  -4.970  -0.477  -7.047
C  -4.232  1.657  5.343
O  -4.475  2.783  5.059
N  -4.115  0.671  4.469
N  -4.029  1.185  6.564
H  -3.857  -0.200  4.909
H  -4.307  0.844  3.493
H  -3.892  0.205  6.767
H  -3.958  1.734  7.409
C  2.304  6.535  -0.233
C  0.779  6.996  -0.300
O  -0.098  5.888  -0.565
O  2.880  6.481  1.066
H  2.881  7.203  -0.873
H  2.361  5.521  -0.630
H  0.515  7.680  -1.106
H  0.415  7.415  0.638
H  -0.921  6.183  -0.962
H  3.076  5.586  1.351
C  0.785  2.894  5.157
C  1.325  3.469  3.851
O  2.666  3.067  3.681
O  0.592  1.463  5.115
H  -0.197  3.266  5.449
H  1.451  3.234  5.949
H  1.003  4.496  4.023
H  0.696  3.165  3.014
H  2.694  2.199  3.272
H  1.471  1.107  4.964
C  -0.088  4.432  -6.459
C  -0.238  4.831  -4.939
O  0.946  4.428  -4.311
O  -0.531  3.111  -6.743
H  0.913  4.555  -6.874
H  -0.703  5.001  -7.157
H  -1.165  4.383  -4.583
H  -0.472  5.892  -4.862
H  0.686  3.700  -3.742
H  -1.484  3.029  -6.657
C  1.554  -4.832  -3.430
C  1.586  -6.248  -4.191
O  1.224  -6.208  -5.562
O  0.255  -4.235  -3.336
H  2.369  -4.216  -3.810
H  1.759  -5.001  -2.373
H  0.875  -6.909  -3.697
H  2.526  -6.789  -4.079
H  0.559  -6.843  -5.839
H  0.161  -3.720  -4.140
C  -1.170  -0.654  0.493
C  -0.167  0.131  -0.404
O  -0.669  1.287  -0.957
O  -1.719  -1.838  -0.113
H  -1.974  0.055  0.692
H  -0.648  -0.935  1.408
H  0.010  -0.541  -1.243
H  0.724  0.392  0.168
H  -0.586  1.926  -0.246
H  -1.160  -2.005  -0.876
C  6.732  1.679  1.018
C  5.677  1.584  0.001
O  4.929  0.410  0.187
O  7.840  0.835  0.762
H  6.250  1.421  1.961
H  7.090  2.708  1.002
H  5.970  1.645  -1.047
H  4.993  2.426  0.102
H  5.647  -0.183  -0.047
H  8.278  1.084  -0.056
C  -3.274  -7.326  -1.526
C  -4.415  -6.540  -0.849
O  -4.421  -5.356  -1.570
O  -3.071  -8.587  -0.957
H  -2.292  -6.879  -1.373
H  -3.399  -7.297  -2.608
H  -4.428  -6.571  0.240
H  -5.366  -7.001  -1.116
H  -4.042  -4.682  -1.000
H  -2.547  -8.977  -1.661
C  -1.147  -5.776  5.709
C  -1.319  -4.705  4.662
O  -2.572  -4.056  4.696
O  -2.189  -6.697  5.783
H  -1.196  -5.234  6.653
H  -0.211  -6.314  5.558
H  -0.957  -5.176  3.748
H  -0.635  -3.890  4.896
H  -2.747  -3.934  5.632
H  -2.942  -6.211  5.439
C  4.819  -0.649  6.003
C  4.063  -1.508  4.978
O  3.422  -0.669  3.986
O  3.877  -0.364  7.070
H  5.359  0.217  5.620
H  5.551  -1.322  6.450
H  3.310  -2.042  5.558
H  4.695  -2.226  4.454
H  3.837  -0.734  3.123
H  3.731  0.583  7.014

Cartesian forces, eV/Å:
1.26 1.71 1.07
0.66 1.27 -0.54
0.13 -2.91 -2.90
-2.96 -1.10 2.49
0.31 0.13 -0.51
-0.01 0.33 0.46
-0.07 0.15 0.35
0.70 0.44 -0.41
-1.62 2.36 -0.91
0.61 -8.96 1.45
-3.86 0.92 -0.69
5.82 5.74 0.14
-0.05 0.61 -0.39
-0.82 -0.47 0.28
0.31 -0.03 0.43
-0.37 -0.19 -0.28
0.98 -0.25 2.07
-1.68 6.49 -0.82
5.00 -1.89 5.41
-4.02 -4.35 -6.87
0.18 0.39 0.70
-0.05 -0.14 -0.19
-0.35 0.45 -0.13
-0.02 -0.63 -0.16
0.09 -0.33 -0.30
-0.56 2.93 -0.42
0.18 -1.72 -1.48
0.56 -0.94 4.25
-0.11 -0.18 -1.39
0.10 -0.44 0.29
-0.05 0.28 -0.35
-0.20 0.43 -0.67
-1.35 -0.38 -0.08
-0.32 -0.63 0.04
0.43 -1.17 0.19
-0.23 0.86 0.20
0.14 0.03 0.18
-0.26 0.13 -0.53
1.00 0.54 0.03
0.66 0.34 0.23
0.16 0.22 0.05
-0.24 -0.05 -0.26
-0.78 -0.96 -0.16
-2.10 -1.06 1.07
0.42 1.13 -0.08
0.60 0.84 0.15
-0.09 0.30 -0.45
0.35 -0.35 0.20
1.68 0.85 -0.61
0.02 -0.31 -0.13
-0.21 -0.06 -0.04
0.16 -0.53 0.01
-1.71 0.39 -0.29
-0.21 -0.07 -2.87
-0.33 -0.08 1.00
0.91 -1.03 0.38
0.23 -0.29 0.67
-0.17 1.05 0.46
0.19 -0.57 0.30
0.72 0.35 0.10
0.38 -0.08 0.21
-0.07 0.28 0.11
-0.15 -2.04 0.10
-1.31 0.07 0.85
0.54 1.13 -0.47
0.87 0.10 -0.96
-0.37 0.49 -0.26
0.53 -0.48 -0.11
-0.23 0.19 0.39
0.49 0.59 0.04
0.04 -0.04 0.59
-0.42 0.03 -0.14
0.34 0.29 -0.27
-0.43 -1.81 0.46
-0.57 1.29 -0.22
0.35 0.81 0.10
-0.21 -0.23 0.29
-0.20 -0.04 0.21
0.79 -0.02 -0.09
0.35 -0.54 -0.10
-0.32 0.58 -0.28
-0.09 -0.37 -0.16
1.07 1.10 -0.48
-1.80 1.18 -0.72
0.24 -0.66 -0.30
-0.10 -0.94 0.51
0.54 -0.02 0.19
-0.04 0.28 0.53
0.70 0.02 -0.09
-0.11 0.13 0.31
-0.46 -1.30 0.16
-0.10 0.23 -0.06
0.54 1.07 1.35
-0.06 -2.25 -1.65
-0.09 1.98 0.70
-0.48 -1.29 -0.68
-0.14 1.28 0.06
-0.57 -0.39 -0.09
0.62 0.72 0.07
-0.03 -0.53 0.03
0.07 0.41 -0.23
0.17 -0.97 0.45
-0.14 0.84 1.03
1.68 0.30 0.30
-0.75 -0.97 -0.63
-0.56 -0.61 -0.72
0.81 -0.01 0.59
0.08 0.20 0.23
-1.17 0.58 -0.80
0.82 -0.32 -0.07
-0.21 0.27 0.18
-0.56 -0.27 -0.08
-0.63 -1.80 0.70
0.39 1.23 -0.85
-0.50 -0.03 0.52
0.80 0.79 -0.75
-0.39 0.08 -0.16
0.29 0.07 0.10
-0.13 0.00 -0.25
0.21 -0.03 0.19
0.22 -0.22 0.13
-0.32 0.08 0.29

Multiplicity   1
Calculated total energy   -2973.27504 a.u.
Energy relative to the best compared isomer or geometry (same formula, charge and spin)   206.2 kcal/mol
Molecular weight   798.84 g mol⁻¹
HOMO level   -9.51 eV
Gap between HOMO and LUMO   9.3 eV

Mulliken population analysis, charges in e, atoms 1 to 5: 0.629 -0.624 -0.345 -0.380 0.127